# C37H60BrIN8O5PS3Si2Y

C37H60BrIN8O5PS3Si2Y as an isolated structure (wB97M-V/def2-TZVPD, the Open Molecules 2025 dataset).

Calculated values
Frontier orbital gap   5.9579 eV
Charge   0
Relative energy (zero: lowest compared OMol25 entry of this formula, charge and spin)   128.3 kJ/mol

Each line ends with the Löwdin charge.
Geometry (Å):
C: 2.834 -2.081 1.377  -0.28
N: -1.803 -0.598 -1.472  0.04
H: -4.946 -1.282 2.202  0.02
C: -3.400 7.070 0.992  -0.14
S: 0.728 1.599 -2.461  0.45
P: 2.620 -0.546 0.357  0.86
O: 0.198 0.435 -4.643  -0.27
N: 5.373 -1.119 0.026  -0.07
H: 0.661 -1.733 -0.695  -0.04
H: -1.516 -2.397 -0.535  0.08
Y: -0.130 0.701 0.363  1.31
C: -5.002 -0.451 1.499  -0.16
C: -3.832 1.754 3.260  -0.17
S: -1.243 2.624 -4.545  0.60
C: -2.407 -1.563 3.294  -0.06
H: -1.473 0.890 4.302  0.03
Si: -3.607 0.791 1.667  0.39
H: 2.696 -4.682 -0.834  0.02
S: 0.364 1.725 3.115  0.40
H: -5.669 5.976 -1.266  0.11
H: -3.789 4.482 -1.835  0.10
O: -4.429 -4.506 -1.867  0.06
C: 5.898 -0.182 1.125  -0.14
H: 6.854 -0.607 1.443  0.14
H: 3.213 3.857 -2.066  0.12
H: 1.166 -4.385 1.765  0.08
H: 4.760 4.273 0.576  0.09
C: -3.806 -3.755 -1.142  -0.50
C: -1.185 -3.615 3.195  -0.06
H: 2.854 -5.212 -2.503  0.03
H: -4.910 2.032 -0.001  0.05
C: 1.622 -1.567 -1.207  -0.46
C: -2.088 -2.778 3.843  -0.07
C: 2.955 -4.349 -1.841  -0.19
H: -4.995 -0.870 0.490  0.02
H: -4.773 2.305 3.186  0.04
H: 1.460 -0.697 -1.856  -0.08
C: -3.687 5.206 -1.039  -0.17
N: -0.848 -1.953 1.502  0.10
C: -4.594 6.982 0.297  -0.08
C: -2.592 0.107 -2.279  -0.16
H: -0.182 1.048 -6.594  0.07
H: -3.276 7.791 1.787  0.10
C: -0.600 -3.163 2.025  -0.35
H: 6.050 0.787 0.648  0.13
C: 5.090 -2.479 0.689  -0.11
H: -3.640 3.058 0.661  0.01
H: -0.986 2.524 4.842  0.08
H: -0.240 -4.257 -2.187  0.02
O: -0.476 2.354 2.063  -0.49
C: -4.190 -1.656 -2.451  0.01
H: 6.116 -1.260 -0.659  0.17
C: 4.718 4.073 -0.493  -0.08
H: 0.541 -3.656 0.275  0.04
H: -4.364 0.234 -3.471  0.11
C: 0.228 -3.675 -2.984  -0.17
H: 2.737 -2.938 -4.780  0.03
N: 1.740 2.442 0.259  0.07
C: -3.781 -0.386 -2.805  -0.02
O: 1.528 2.471 3.497  -0.30
O: 0.637 0.345 2.617  -0.45
C: -2.482 5.283 -0.344  -0.72
H: -5.111 -2.088 -2.818  0.13
H: 0.117 -0.696 -6.292  0.09
H: 6.070 -2.848 1.003  0.14
N: -3.455 -4.073 0.130  0.20
H: 2.837 5.105 -0.886  0.13
Si: 1.863 -2.925 -2.444  0.41
H: 2.499 -2.931 0.789  0.05
N: 4.218 -2.355 1.792  -0.14
H: -5.963 0.045 1.649  0.03
H: 5.313 4.823 -1.011  0.08
H: 3.915 1.474 1.318  0.06
C: -0.372 0.205 -5.931  -0.12
C: 4.749 -1.406 2.765  -0.17
C: 3.689 0.481 1.717  -0.27
H: 4.425 0.441 -1.020  0.09
N: -2.081 -0.012 1.427  -0.17
Br: -0.756 6.384 1.682  0.72
H: -0.016 1.101 5.317  0.08
C: -0.638 1.540 4.541  -0.12
H: -3.736 -4.970 0.488  0.12
N: 4.981 -0.095 2.187  -0.15
C: 2.421 3.172 -0.302  -0.25
H: 5.167 3.096 -0.677  0.06
H: -5.409 7.646 0.551  0.10
H: -3.030 2.483 3.377  0.02
H: 3.069 0.646 2.599  0.05
H: -3.260 1.872 -0.578  -0.02
H: 5.689 -1.801 3.164  0.13
H: -3.045 -3.403 0.759  0.08
H: 4.013 -4.073 -1.852  0.01
H: -0.954 -4.601 3.571  0.11
C: 4.172 -0.573 -0.697  -0.21
H: -1.449 0.057 -5.849  0.08
H: -2.556 -3.092 4.769  0.11
C: -3.382 -2.392 -1.593  -0.12
H: 3.720 -1.879 -3.776  0.02
H: 0.347 -4.333 -3.847  0.03
H: -2.262 1.108 -2.520  0.04
H: -0.464 -2.877 -3.262  0.02
C: -3.864 2.051 0.311  -0.17
I: -0.955 4.007 -0.943  1.08
C: -2.348 6.221 0.670  -0.73
H: -0.294 -5.023 1.022  0.09
H: 2.210 -1.998 2.269  0.10
H: 4.028 -1.196 -1.577  0.07
H: 2.131 -1.340 -4.313  0.02
H: 4.668 -3.120 -0.083  0.11
C: -2.194 -1.835 -1.160  -0.11
C: 3.281 4.115 -1.006  -0.19
H: 4.029 -1.305 3.576  0.14
C: -4.739 6.049 -0.720  -0.08
H: -3.126 -0.917 3.773  0.08
H: -3.879 1.146 4.165  0.02
C: 2.696 -2.208 -3.968  -0.17
C: 0.261 -4.105 1.225  -0.04
C: -1.785 -1.155 2.087  -0.47
C: -0.158 1.532 -3.956  -1.31

Forces on the atoms, in the same order (eV/Å):
0.027 -0.065 -0.057
0.202 0.239 0.216
0.004 -0.039 0.035
-0.016 -0.013 0.001
-0.067 0.515 0.125
-0.029 -0.079 0.035
-0.012 -0.027 -0.001
0.004 -0.032 -0.003
-0.082 -0.117 -0.045
-0.027 0.018 0.018
-0.001 -0.640 -0.093
0.003 -0.073 0.040
0.010 -0.041 0.084
-0.004 0.058 0.068
0.113 -0.084 -0.015
-0.034 -0.048 -0.033
0.058 -0.107 -0.219
-0.004 -0.013 0.048
-0.077 -0.040 -0.237
-0.023 0.000 -0.021
-0.003 -0.041 -0.029
-0.092 -0.038 -0.017
0.046 -0.009 -0.071
-0.032 0.010 0.005
0.008 0.016 0.009
-0.006 -0.014 0.022
-0.005 0.012 0.013
-0.013 0.027 -0.054
0.006 -0.001 0.003
-0.003 -0.029 -0.033
-0.056 0.028 -0.001
-0.015 -0.061 0.152
-0.022 -0.007 0.033
-0.006 -0.040 -0.018
-0.012 -0.007 -0.044
-0.034 0.015 0.013
-0.105 -0.078 -0.021
-0.004 0.131 0.034
0.008 0.094 0.228
0.024 0.017 0.016
-0.009 -0.017 -0.051
0.003 -0.017 0.009
0.001 0.004 0.001
0.047 -0.006 -0.136
0.010 -0.010 0.032
0.083 0.032 -0.050
0.007 0.032 0.028
0.010 0.041 0.016
-0.030 -0.011 0.053
0.099 0.080 0.031
0.077 0.005 -0.021
-0.018 0.015 0.028
0.052 0.009 -0.002
0.013 -0.003 -0.005
-0.019 0.019 -0.004
-0.016 0.003 -0.036
0.014 -0.029 -0.028
-0.039 -0.055 -0.145
0.034 0.006 -0.009
-0.008 0.013 0.055
0.219 0.261 -0.075
-0.025 0.141 0.102
-0.022 -0.020 -0.009
-0.023 -0.005 -0.027
-0.016 -0.010 -0.003
0.112 -0.044 0.025
0.018 -0.002 0.014
0.008 -0.003 0.079
-0.009 0.027 0.054
0.005 -0.027 0.014
-0.054 0.024 -0.015
0.013 0.000 -0.003
-0.019 0.008 -0.008
-0.018 -0.030 0.022
0.012 -0.029 0.052
-0.043 -0.022 0.026
0.000 0.006 0.023
-0.077 0.165 0.294
0.007 -0.030 -0.021
0.002 -0.007 0.021
-0.046 -0.058 0.134
-0.017 -0.004 0.000
-0.019 0.061 0.003
0.042 0.132 0.164
-0.001 -0.011 -0.004
-0.021 0.009 0.006
0.013 0.068 -0.031
0.008 -0.011 -0.054
-0.040 -0.007 0.009
-0.019 0.009 -0.019
-0.012 0.017 0.026
0.045 0.004 0.011
0.004 -0.032 0.010
0.057 0.093 -0.116
0.015 0.009 -0.019
-0.014 -0.014 0.013
-0.015 0.020 0.014
0.048 0.020 0.010
0.006 -0.043 -0.025
0.009 0.088 -0.028
-0.038 0.013 -0.031
0.098 0.047 -0.046
-0.014 -0.061 -0.375
-0.054 0.023 0.104
-0.013 0.006 -0.011
0.004 0.035 0.004
-0.010 0.018 0.005
-0.021 0.043 -0.020
-0.019 -0.006 0.007
0.026 -0.060 -0.082
-0.154 -0.054 -0.041
0.027 -0.009 0.012
0.029 -0.045 -0.009
-0.036 0.054 0.033
-0.016 -0.013 0.041
0.014 -0.017 -0.038
0.010 -0.019 -0.005
-0.173 0.055 -0.202
0.163 -0.305 0.037

***

# C32H48AlBrClF6MgN6O16P2S2

C32H48AlBrClF6MgN6O16P2S2 as an isolated structure in a non-equilibrium geometry (wB97M-V/def2-TZVPD, the Open Molecules 2025 dataset).

Calculated values
Frontier orbital gap   2.5615 eV
Charge   +1

Each line ends with the Löwdin charge.
Geometry (Å):
O: 1.638 8.602 5.420  -0.21
C: 0.221 3.217 3.860  -0.12
H: 1.032 8.204 4.772  -0.10
H: -0.768 2.801 3.764  0.01
O: -2.471 1.272 -8.424  0.04
H: 2.477 -2.689 -2.383  0.09
O: 3.975 0.849 5.417  -0.34
P: -1.501 -0.597 1.445  1.00
C: 5.938 2.107 6.498  -0.69
C: -2.280 -5.206 -4.769  -0.01
F: 3.663 -2.445 10.177  0.15
H: 0.799 -4.871 0.422  0.13
H: 1.194 -5.395 -1.209  0.14
H: -1.932 -1.265 3.693  0.04
O: 1.289 -3.352 -0.804  -0.24
C: -3.281 0.058 -10.211  0.05
O: 6.149 -0.241 5.431  -0.28
H: -0.398 4.982 2.747  0.08
H: -4.683 0.300 -6.736  0.12
Al: 3.538 5.055 4.580  0.99
C: 1.909 -0.992 0.599  -0.09
O: -0.414 7.830 2.870  -0.27
C: -2.619 -0.435 -3.573  -0.03
H: -4.017 0.205 -10.990  0.10
H: -1.665 -5.384 -3.898  0.11
C: -3.655 -1.200 -5.593  -0.07
C: -3.065 0.842 -3.818  -0.06
Cl: 0.333 7.786 1.666  0.68
H: -1.868 1.025 -1.283  0.09
C: -2.628 -6.256 -5.600  -0.05
S: 5.158 0.483 6.164  0.54
C: -3.514 -3.689 -6.186  -0.07
C: 1.475 -4.697 -0.421  -0.16
H: -3.703 -6.852 -7.358  0.11
O: -1.696 -2.951 -3.137  0.06
H: -0.390 1.831 -1.715  0.13
C: 4.225 -1.343 9.697  -0.70
C: 0.790 -0.428 -0.126  -0.21
C: -2.901 -1.456 -4.451  -0.09
C: -3.383 3.372 1.495  -0.50
C: -1.406 -0.413 3.289  -0.25
C: 2.190 2.667 0.979  -0.26
F: 3.555 -0.293 10.181  0.13
Br: -3.599 2.612 4.126  0.65
H: 2.976 -5.829 0.653  0.16
H: -2.288 -0.071 -10.630  0.10
C: -3.812 1.122 -4.957  -0.02
H: 4.902 -5.324 -0.677  0.09
H: 3.629 -5.624 -1.852  0.10
C: -3.425 -6.028 -6.716  -0.04
H: 2.284 2.201 0.011  0.04
C: 2.926 -1.162 1.175  0.13
F: 5.470 -1.275 10.167  0.14
O: -5.347 3.276 2.835  -0.30
C: 2.910 -4.919 0.058  -0.28
H: 0.279 -1.209 -0.680  0.09
H: 0.953 2.425 3.773  0.07
H: -2.044 -0.648 -2.682  0.09
H: 0.302 3.647 4.847  0.08
N: -0.071 0.308 0.824  -0.18
O: -0.277 6.883 0.729  -0.33
Mg: 2.635 5.695 1.339  0.86
H: -0.367 -0.537 3.570  0.04
H: 0.765 -2.257 -2.447  0.07
H: -4.233 5.022 2.594  0.12
C: 0.431 4.292 2.793  -0.40
O: -4.636 -2.106 -7.530  0.11
H: -3.549 -0.781 -9.573  0.08
O: 1.705 7.267 2.044  -0.53
N: 3.228 -3.761 0.973  0.19
C: -3.863 -4.748 -7.010  0.01
H: 1.145 0.270 -0.861  0.12
C: -0.580 1.434 0.265  -0.62
S: 4.204 -1.359 7.863  0.57
H: -1.455 -2.906 2.195  0.04
H: 1.254 -3.910 -2.839  0.10
C: 3.947 -4.956 -1.055  -0.02
H: -4.159 2.127 -5.152  0.12
H: -2.941 2.858 2.489  -0.10
C: -1.261 -2.419 1.254  -0.24
F: 5.129 2.927 7.198  0.09
O: -2.527 4.117 0.812  -0.20
O: 4.971 -2.504 7.490  -0.28
F: 6.216 2.710 5.329  0.08
C: -2.725 -3.923 -5.051  -0.08
H: -5.092 4.550 1.180  0.15
O: -3.997 2.179 -9.634  0.08
O: 0.496 9.065 1.103  -0.25
H: -2.839 1.626 -3.104  0.10
O: 2.819 -1.388 7.507  -0.29
H: -2.284 -7.257 -5.377  0.11
N: 4.930 0.050 7.649  -0.29
H: -1.638 2.997 0.564  0.06
N: -3.250 1.275 -9.355  -0.46
C: 1.463 -3.054 -2.201  -0.05
F: 7.067 2.026 7.181  0.16
P: 0.589 3.605 1.079  0.98
N: -0.987 1.433 -1.020  0.20
H: 2.259 1.878 1.719  0.04
C: -4.605 4.127 2.069  -0.41
H: 3.042 3.333 1.107  -0.01
H: -0.299 -2.730 0.870  0.00
H: -3.783 2.473 0.960  0.12
H: 2.924 -2.892 0.507  0.06
H: -4.481 -4.573 -7.879  0.13
H: 2.697 -3.807 1.846  0.18
H: 4.219 -3.689 1.199  0.17
N: -0.729 2.499 0.976  -0.04
H: 3.879 -1.261 1.592  0.07
C: -3.991 -2.311 -6.526  -0.27
H: -2.033 -2.754 0.585  0.04
H: -1.809 0.504 3.699  -0.04
H: 4.130 -3.970 -1.483  0.08
C: -2.378 -2.805 -4.140  -0.27
H: 1.380 4.800 3.000  -0.08
C: -4.105 0.095 -5.847  0.01

Forces on the atoms, in the same order (eV/Å):
0.453 -0.956 -0.283
0.283 0.406 -0.265
-0.123 0.220 0.054
-0.367 -0.184 0.019
0.190 -0.050 0.250
0.025 -0.107 -0.056
-0.321 0.219 -0.146
-2.003 0.346 1.248
0.275 0.237 0.905
0.037 -0.144 -0.012
-0.150 -0.273 -0.215
-0.063 -0.013 -0.035
0.174 -0.052 -0.066
-0.427 -0.186 0.196
0.001 -0.226 -0.540
-0.091 -0.091 -0.123
0.316 -0.283 -0.256
-0.071 0.573 -0.030
-0.035 -0.099 -0.041
-0.171 0.505 0.370
-1.005 1.083 -0.758
0.344 -0.311 0.358
0.245 0.362 0.475
-0.033 0.073 0.009
-0.015 0.101 0.069
-0.075 0.112 -0.025
-0.142 0.343 0.014
-2.674 0.977 -0.293
0.148 -0.566 -0.151
-0.036 -0.035 -0.073
-0.006 0.382 0.146
0.080 0.184 0.229
-0.139 0.194 0.539
-0.004 -0.016 -0.014
0.129 -0.443 -0.176
-0.384 0.830 -0.366
0.253 0.505 0.634
-0.792 -0.654 0.305
-0.114 -0.277 -0.332
-1.183 0.566 -0.854
0.894 -0.348 -0.890
-1.233 -0.964 1.048
-0.119 0.046 -0.160
-1.021 -0.742 1.849
-0.099 -0.029 0.013
0.050 -0.035 0.086
0.031 -0.297 -0.134
-0.006 -0.022 -0.018
-0.044 -0.030 0.002
0.073 -0.039 0.080
0.076 0.038 -0.515
1.140 0.500 0.642
0.123 -0.063 -0.152
1.492 0.301 0.019
0.250 -0.241 -0.326
-0.346 -0.076 -0.037
0.218 -0.335 0.038
0.015 -0.175 -0.048
-0.072 0.127 0.404
1.081 -1.238 0.014
1.033 -0.387 0.201
-1.293 0.991 0.104
0.302 0.079 0.288
-0.112 -0.115 -0.085
-0.081 -0.115 0.222
0.030 -1.888 -0.214
0.045 0.013 -0.095
0.068 0.001 0.046
1.596 -1.221 -0.352
-0.124 -1.042 -0.086
-0.039 -0.108 -0.097
0.444 0.215 -0.354
0.179 -1.001 0.214
-0.227 -0.354 0.668
0.123 -0.036 0.535
-0.068 -0.068 0.092
0.261 0.074 0.193
-0.014 0.008 -0.026
-0.643 0.816 -0.979
0.483 0.495 -0.105
-0.265 0.054 -0.384
0.836 -1.121 -0.427
0.551 -0.157 -0.233
-0.201 0.242 -0.390
-0.058 0.172 -0.066
-0.584 -0.725 -0.059
-0.202 0.261 -0.008
0.652 0.190 -0.164
-0.105 0.143 -0.139
-0.407 0.389 -0.212
-0.007 -0.021 -0.002
-0.268 -0.351 -0.673
-0.256 2.638 0.455
-0.015 -0.222 -0.197
0.141 0.291 0.188
0.182 -0.270 -0.056
0.143 1.681 0.329
-0.430 -0.394 -1.154
0.264 -0.240 0.262
0.775 0.219 0.128
0.180 0.236 0.039
0.222 -0.078 -0.092
0.169 0.000 0.003
-0.092 -0.025 -0.097
-0.014 0.125 -0.001
0.078 -0.020 0.033
0.039 -0.155 0.018
1.284 0.375 -0.195
0.713 -0.002 0.686
-0.070 -0.025 -0.134
-0.179 -0.103 -0.512
-0.154 0.184 -0.242
-0.126 0.022 -0.058
0.094 0.065 0.358
0.047 0.512 0.038
0.069 0.127 0.162